Molecular formula: C2H8N4S
Method: DFT, ωB97M-V with the def2-TZVPD basis set

Bonds (Å) are listed after each position.
Positions of all 15 atoms, in Å:
1 C 1.6901 -0.7747 0.3340  N2 1.412, H8 1.072, H9 1.100, H10 1.210
2 N 0.6907 -0.8418 -0.6613  C1 1.412, N3 1.426, H11 0.930
3 N -0.5990 -0.9973 -0.0725  N2 1.426, C4 1.332, H12 1.029
4 C -1.6184 -0.1436 -0.1528  N3 1.332, S5 1.671, N6 1.392
5 S -3.2302 -0.5018 0.1038  C4 1.671
6 N -1.1315 1.1281 -0.4400  C4 1.392, N7 1.360, H13 1.017
7 N -0.1025 1.6895 0.2504  N6 1.360, H14 1.032, H15 1.074
8 H 1.5796 -1.5561 1.0601  C1 1.072
9 H 1.4124 0.0651 0.9885  C1 1.100
10 H 2.7518 -0.5148 -0.1860  C1 1.210
11 H 0.6519 -0.2136 -1.3466  N2 0.930
12 H -0.9839 -1.9521 -0.0789  N3 1.029
13 H -1.8597 1.7909 -0.6934  N6 1.017
14 H -0.0904 1.1938 1.1558  N7 1.032
15 H 0.8394 1.6283 -0.2613  N7 1.074

Calculated values
Total energy: -698.10764 a.u.